(1)
ORCA calculation (wB97M-V/def2-TZVPD) on a molecular structure, C33H35Cl5N4OsP2 at a distorted geometry.

As for the highest occupied orbital energy (alpha / beta): -13.064 / -13.060 eV. The HOMO-LUMO gap (alpha / beta) comes out at 6.940 / 2.883 eV. The net charge is +2. The LUMO energy (alpha / beta) is -6.124 / -10.177 eV. As for the expectation value of S²: 6.029. The spin multiplicity is 5. As for the strongest force on any atom: 4.10 eV/A.

Atoms and positions in Å:
Os 0.070 0.626 1.245
C -1.457 1.502 -3.633
C -1.370 0.187 -3.407
C -0.491 -0.734 -4.209
C 0.950 -0.230 -4.405
C 1.546 0.491 -3.210
C 1.227 1.740 -2.840
C 0.690 2.774 -3.789
C -0.551 2.266 -4.558
C 1.440 1.313 2.638
H -2.280 2.097 -3.244
H -2.087 -0.340 -2.777
H -0.903 -0.911 -5.225
H -0.510 -1.709 -3.695
H 1.583 -1.093 -4.691
H 0.977 0.472 -5.254
H 2.423 0.000 -2.768
H 1.487 2.115 -1.856
H 1.451 3.103 -4.541
H 0.419 3.662 -3.189
H -1.074 3.130 -5.004
H -0.235 1.623 -5.393
H 0.825 2.124 3.073
H 2.386 1.730 2.270
H 1.592 0.536 3.414
P 1.745 -0.472 0.285
P -1.506 -0.786 0.446
N 2.957 0.695 -0.238
N 2.842 -1.510 1.121
N -2.453 0.626 -0.212
N -2.897 -1.703 1.084
C 0.877 -1.489 -0.980
C -0.575 -1.948 -0.640
C 2.775 2.075 -0.080
C 3.884 2.731 -0.593
C 4.791 1.733 -1.062
C 4.213 0.492 -0.805
C 3.633 -1.150 2.221
C 4.331 -2.271 2.634
C 3.950 -3.356 1.778
C 3.032 -2.870 0.872
C -2.002 1.905 0.069
C -2.742 2.834 -0.651
C -3.670 2.091 -1.418
C -3.480 0.742 -1.125
C -4.182 -1.979 0.591
C -4.799 -2.918 1.418
C -3.888 -3.220 2.476
C -2.740 -2.489 2.235
H 1.518 -2.348 -1.222
H 0.824 -0.873 -1.891
H -1.164 -2.099 -1.555
H -0.560 -2.907 -0.091
H 1.869 2.456 0.377
H 4.015 3.802 -0.602
H 5.744 1.895 -1.537
H 4.582 -0.512 -0.948
H 3.584 -0.162 2.643
H 5.043 -2.312 3.444
H 4.314 -4.371 1.799
H 2.459 -3.353 0.103
H -1.165 2.082 0.783
H -2.610 3.904 -0.628
H -4.315 2.496 -2.191
H -3.946 -0.131 -1.540
H -4.555 -1.470 -0.277
H -5.779 -3.348 1.277
H -4.033 -3.885 3.319
H -1.828 -2.448 2.792
Cl 0.532 -2.192 3.198
C -0.532 -0.978 3.865
C -0.834 0.161 3.072
C -1.597 1.143 3.732
Cl -1.784 2.720 3.039
C -2.162 0.965 5.013
Cl -3.074 2.226 5.712
C -1.965 -0.241 5.714
Cl -2.718 -0.505 7.214
C -1.135 -1.220 5.117
Cl -0.936 -2.735 5.893



(2)
ORCA calculation (wB97M-V/def2-TZVPD) on a molecular structure, C33H35Cl5O5PS4SiTi.

As for the highest occupied orbital energy: -10.769 eV. The HOMO-LUMO gap comes out at 7.149 eV. The net charge is +1. As for the energy above the lowest of the compared OMol25 structures with the same formula, charge and spin: 12.5 kcal/mol. The LUMO energy is -3.620 eV. As for the strongest force on any atom: 0.64 eV/A.

Atoms and positions in Å:
Ti 0.137 0.123 -0.883
C -1.000 3.913 -3.126
C -2.297 3.193 -3.485
S -2.238 1.392 -3.262
C -3.716 1.079 -2.282
C -3.782 1.732 -0.906
S -2.339 1.478 0.170
C -2.010 3.172 0.690
C -1.677 4.185 -0.404
S -0.327 3.631 -1.473
H -1.134 4.984 -3.291
H -0.195 3.588 -3.786
H -2.518 3.409 -4.532
H -3.136 3.589 -2.912
H -3.745 -0.006 -2.194
H -4.607 1.375 -2.840
H -4.659 1.353 -0.381
H -3.920 2.808 -1.007
H -1.182 3.079 1.389
H -2.868 3.526 1.265
H -1.406 5.126 0.078
H -2.551 4.395 -1.019
O -1.600 -0.876 -1.279
S -1.022 -2.111 -1.943
O -1.589 -2.438 -3.201
O 0.430 -1.789 -1.894
C -1.274 -3.423 -0.796
C -1.866 -4.593 -1.236
C -2.024 -5.643 -0.342
C -1.584 -5.511 0.966
C -0.990 -4.330 1.393
C -0.833 -3.263 0.517
P -0.076 -1.709 1.098
C 1.332 -2.300 2.069
C 1.415 -2.168 3.452
C 2.529 -2.649 4.126
C 3.552 -3.274 3.428
C 3.456 -3.439 2.052
C 2.349 -2.956 1.374
C -1.297 -1.007 2.236
C -2.615 -1.455 2.251
C -3.563 -0.808 3.032
C -3.204 0.289 3.799
C -1.891 0.743 3.786
C -0.945 0.104 3.003
H -2.190 -4.674 -2.264
H -2.484 -6.564 -0.671
H -1.700 -6.331 1.662
H -0.644 -4.241 2.416
H 0.620 -1.688 4.008
H 2.594 -2.536 5.200
H 4.419 -3.645 3.957
H 4.241 -3.945 1.507
H 2.267 -3.105 0.304
H -2.913 -2.306 1.652
H -4.583 -1.167 3.039
H -3.943 0.790 4.409
H -1.604 1.596 4.388
H 0.073 0.473 2.988
Cl 5.469 -0.979 -5.678
C 4.131 -0.480 -4.732
C 4.132 -0.699 -3.356
Cl 5.457 -1.468 -2.590
C 3.042 -0.288 -2.606
Cl 2.967 -0.551 -0.902
C 1.944 0.340 -3.186
O 0.923 0.736 -2.427
C 1.943 0.544 -4.565
Cl 0.576 1.283 -5.285
C 3.033 0.140 -5.332
Cl 3.020 0.401 -7.024
C 2.939 0.831 2.300
Si 1.929 2.019 1.268
C 2.979 2.919 0.018
C 1.104 3.243 2.419
O 0.724 1.146 0.448
H 3.807 1.387 2.667
H 3.318 -0.040 1.765
H 2.402 0.471 3.179
H 3.862 3.325 0.518
H 2.435 3.749 -0.433
H 3.329 2.269 -0.784
H 1.849 3.594 3.138
H 0.284 2.808 2.994
H 0.734 4.122 1.888



What is the formula in the first record?
C33H35Cl5N4OsP2